79
Properties=species:S:1:pos:R:3:forces:R:3 method="wB97M-V/def2-TZVPD" e_lumo_ha=-0.0144 smiles="NC(N)=O.NC(N)=O.CCO.CCO.CCO.CO.CO.CO.CO.CO.CO" relative_energy_ev=3.908 gap_ha=0.311 total_energy_ev=-43806.7623 homo_ev=-8.9 spin_multiplicity=1
C -2.401753 3.838836 2.771212 1.357 0.565 1.146
C -1.651288 2.651852 2.267926 -0.476 -0.626 0.177
O -1.512351 1.751093 3.336543 0.852 -0.707 0.679
H -1.854758 4.343047 3.594814 -0.100 -0.437 -0.315
H -3.340824 3.541879 3.180835 -0.802 -0.165 0.064
H -2.491730 4.582125 2.024164 -0.475 0.732 -0.965
H -0.723227 2.883198 1.741705 0.324 0.238 0.293
H -2.261733 2.096883 1.593761 -0.551 0.181 -1.289
H -1.335605 0.861737 2.976215 0.032 0.240 0.286
C 0.024650 0.446968 -4.861505 1.544 -0.635 -1.994
C 1.004348 1.374160 -4.138820 -1.233 0.310 -2.295
O 0.524585 2.709065 -4.352070 1.423 -0.933 0.717
H -0.070703 0.683197 -5.943144 0.399 0.046 0.517
H -0.967638 0.576191 -4.504488 -0.705 -0.326 0.790
H 0.388454 -0.607852 -4.835690 -0.573 0.440 0.239
H 2.011302 1.350146 -4.526399 0.323 -0.145 -0.455
H 1.049533 0.946392 -3.172040 -0.020 0.621 1.814
H -0.325119 2.694442 -3.907347 -0.583 0.594 0.150
C 1.525019 0.493946 1.470517 -1.061 0.265 0.442
C 0.642714 0.644368 0.237878 1.206 0.583 0.147
O 1.262672 1.565565 -0.666713 -0.827 0.790 -0.261
H 1.596104 1.384839 2.073422 -0.371 0.789 -0.056
H 2.550117 0.255189 1.299231 0.648 -0.661 -0.680
H 1.080713 -0.217934 2.139530 -0.056 -0.717 0.271
H -0.340771 1.110291 0.488549 0.653 -0.787 -0.221
H 0.569735 -0.317540 -0.291283 -0.311 0.126 0.684
H 2.061155 1.207606 -1.062945 0.159 -0.338 0.089
C -1.910197 3.555741 -2.263184 -3.526 8.370 0.380
O -2.674580 4.709446 -2.472030 4.065 -5.860 1.505
N -1.903262 2.582149 -3.102664 -2.052 -3.171 -5.024
N -1.043016 3.335350 -1.270745 0.398 -0.688 0.452
H -2.503817 2.580621 -4.004567 1.212 0.260 2.648
H -1.714269 1.707413 -2.646041 -0.069 -0.887 -0.443
H -0.987451 4.028016 -0.590025 0.165 1.205 1.179
H -0.324423 2.583217 -1.231972 -0.688 0.857 -0.368
C 1.121617 -2.819524 -1.182199 4.013 0.564 6.366
O 1.775556 -2.446685 0.029830 -3.556 -1.898 -5.983
N 1.127211 -2.040099 -2.208003 0.603 3.637 -2.977
N 0.570905 -3.999132 -1.385789 0.699 -3.164 4.554
H 1.743197 -1.206002 -2.121953 -0.417 -0.463 -0.077
H 0.890582 -2.269356 -3.193612 0.017 -0.192 1.474
H 0.880837 -4.735549 -0.633240 -1.143 1.884 -2.225
H 0.401163 -4.291055 -2.302980 -0.287 -0.648 -1.218
C 0.652669 -1.032989 4.988247 0.351 -0.077 -0.755
O 1.031077 -1.106621 6.341828 0.937 -0.891 0.271
H 1.368217 -0.369261 4.422772 -0.749 -0.715 0.256
H -0.337192 -0.608002 4.977702 -0.306 0.109 -0.419
H 0.644083 -2.080343 4.576940 -0.172 1.122 -0.108
H 1.685439 -1.822182 6.294892 -0.098 0.487 0.869
C 4.156085 -0.962571 -1.571491 0.674 -0.412 -0.751
O 3.112588 -0.122448 -2.066650 0.475 0.291 -1.690
H 3.913904 -1.255260 -0.580448 -0.129 0.131 0.946
H 5.110665 -0.418749 -1.636646 -0.227 -0.411 0.167
H 4.186169 -1.913019 -2.138659 0.198 0.475 0.025
H 3.366000 0.043008 -3.014086 -0.613 0.149 1.309
C -2.139019 -1.300439 -1.897584 -0.863 -0.479 0.219
O -1.357096 -0.040054 -1.892159 -1.782 -1.829 -0.007
H -1.753484 -1.989824 -2.657163 -0.068 0.379 -0.292
H -3.284465 -1.224349 -2.058375 2.121 0.742 0.097
H -2.044810 -1.905085 -0.964179 0.125 0.930 -0.218
H -0.463018 -0.360259 -1.742747 0.209 0.204 -0.021
C -3.721970 0.227748 0.574350 -2.227 1.107 -2.962
O -3.891602 -0.932545 1.218914 0.486 -3.168 2.062
H -4.399949 0.182413 -0.311046 0.821 0.495 -0.138
H -2.726879 0.382907 0.302028 1.600 0.017 -0.578
H -4.063760 1.054331 1.105315 -0.445 1.662 1.296
H -4.793706 -1.029043 1.497732 -0.548 -0.112 0.224
C -0.920047 -2.147911 1.789965 1.205 0.506 1.516
O -1.527618 -1.119166 2.552976 -0.112 0.448 0.392
H -1.460840 -3.056954 1.891497 -0.948 -0.771 -0.779
H 0.039120 -2.436617 2.264340 -0.268 0.593 -0.066
H -0.637496 -1.779885 0.821209 -0.306 -0.338 -0.747
H -2.486614 -1.053060 2.370207 0.514 -0.392 -0.241
C 3.383335 -2.238135 3.050974 -2.968 -0.795 1.504
O 3.891791 -2.707002 1.923761 3.898 -1.737 -2.666
H 3.780455 -2.729177 3.928651 0.250 -0.467 0.175
H 2.318243 -2.534670 2.916626 -0.049 0.997 1.369
H 3.564810 -1.212090 3.185693 -0.235 1.778 0.281
H 3.341262 -2.526935 1.179928 -0.960 0.124 -0.752